(1)
{
  "formula": "C23H29N3O4",
  "method": "ωB97M-V with the def2-TZVPD basis set",
  "e_above_lowest_kcal_mol": 26.7,
  "e_tot_ha": -1359.096674,
  "mol_weight_g_mol": 411.50,
  "homo_ev": -8.668,
  "max_force_ev_per_a": 0.74,
  "homo_lumo_gap_ev": 9.4,
  "multiplicity": 1,
  "symbols": ["C", "O", "C", "C", "C", "O", "N", "C", "C", "C", "O", "C", "C", "C", "C", "C", "O", "N", "C", "C", "C", "C", "C", "C", "C", "N", "C", "C", "C", "C", "H", "H", "H", "H", "H", "H", "H", "H", "H", "H", "H", "H", "H", "H", "H", "H", "H", "H", "H", "H", "H", "H", "H", "H", "H", "H", "H", "H", "H"],
  "xyz": [[6.9793, 2.7369, -3.6678], [7.1910, 1.9761, -4.8312], [7.1088, 0.5838, -4.6370], [5.6752, 0.0971, -4.3731], [5.3532, 0.0831, -2.8828], [6.2279, 0.1026, -2.0363], [4.0452, 0.0064, -2.5397], [2.8999, 0.0046, -3.4173], [2.1548, 1.3374, -3.3053], [1.7281, 1.5773, -1.8528], [0.7531, 0.5918, -1.5510], [-0.0802, 0.7488, -0.4891], [-0.9811, -0.3001, -0.2845], [-1.8835, -0.2644, 0.7554], [-1.9148, 0.8269, 1.6215], [-2.8845, 0.9459, 2.7475], [-3.2951, 2.0217, 3.1458], [-3.2319, -0.2259, 3.3261], [-4.3073, -0.3228, 4.2783], [-5.2572, -1.4307, 3.9031], [-6.5024, -1.5498, 4.5087], [-7.3202, -2.6004, 4.1276], [-6.8708, -3.4880, 3.1650], [-5.6076, -3.2946, 2.6143], [-5.0652, -4.2132, 1.5642], [-4.8288, -2.2874, 2.9850], [-1.0356, 1.8793, 1.3986], [-0.1177, 1.8462, 0.3659], [2.9455, 1.4667, -0.9234], [3.6662, 0.1367, -1.1473], [5.9325, 2.7016, -3.3419], [7.2407, 3.7636, -3.9195], [7.6078, 2.3843, -2.8436], [7.4848, 0.1509, -5.5666], [7.7513, 0.2728, -3.8019], [5.5639, -0.9212, -4.7505], [4.9937, 0.7520, -4.9166], [3.1923, -0.1895, -4.4470], [2.2264, -0.7969, -3.0944], [1.2703, 1.3187, -3.9422], [2.8017, 2.1561, -3.6241], [1.2811, 2.5788, -1.7738], [-0.9544, -1.1341, -0.9686], [-2.5859, -1.0777, 0.8673], [-2.9722, -1.1064, 2.9069], [-4.8208, 0.6436, 4.3073], [-3.9086, -0.5220, 5.2837], [-6.8169, -0.8356, 5.2534], [-8.2964, -2.7240, 4.5737], [-7.4827, -4.3163, 2.8424], [-5.6158, -4.0804, 0.6337], [-5.1706, -5.2511, 1.8733], [-4.0166, -3.9938, 1.3854], [-1.0804, 2.7336, 2.0571], [0.5514, 2.6822, 0.2367], [2.6310, 1.5328, 0.1186], [3.6260, 2.2934, -1.1341], [4.5744, 0.0844, -0.5456], [3.0028, -0.6920, -0.8795]]
}

---

(2)
{
  "formula": "C23H29N3O6S",
  "method": "ωB97M-V with the def2-TZVPD basis set",
  "e_above_lowest_kcal_mol": 23.1,
  "e_tot_ha": -1907.760805,
  "mol_weight_g_mol": 475.57,
  "homo_ev": -7.823,
  "max_force_ev_per_a": 1.06,
  "homo_lumo_gap_ev": 8.1,
  "multiplicity": 1,
  "symbols": ["C", "C", "N", "C", "C", "C", "C", "C", "O", "O", "C", "C", "C", "C", "N", "C", "O", "C", "C", "C", "S", "O", "O", "N", "C", "C", "O", "C", "C", "C", "C", "C", "C", "H", "H", "H", "H", "H", "H", "H", "H", "H", "H", "H", "H", "H", "H", "H", "H", "H", "H", "H", "H", "H", "H", "H", "H", "H", "H", "H", "H", "H"],
  "xyz": [[5.5896, 3.0154, -1.2747], [4.7885, 3.7145, -0.1758], [3.5794, 3.0063, 0.1736], [3.5549, 1.8632, 0.9088], [4.6812, 1.4062, 1.6185], [4.6333, 0.3105, 2.4424], [3.4431, -0.3990, 2.6066], [3.4187, -1.5684, 3.4992], [4.3762, -1.9753, 4.1161], [2.2001, -2.1375, 3.5672], [2.0758, -3.2868, 4.4006], [2.5249, -4.5514, 3.6814], [2.3156, 0.0329, 1.9167], [2.3535, 1.1290, 1.0718], [1.1094, 1.4607, 0.4741], [0.7724, 2.0018, -0.7153], [1.5560, 2.4637, -1.5331], [-0.7066, 1.9839, -0.9564], [-1.4064, 0.7970, -0.7740], [-2.7626, 0.7507, -1.0202], [-3.5935, -0.8067, -0.7442], [-5.0051, -0.6186, -0.9355], [-3.1394, -1.3495, 0.5029], [-2.8911, -1.7161, -1.9689], [-2.6813, -3.1224, -1.6782], [-3.9657, -3.9192, -1.9156], [-4.4414, -3.7258, -3.2298], [-4.7285, -2.3651, -3.4715], [-3.4805, -1.4974, -3.2757], [-3.4460, 1.8698, -1.4505], [-2.7478, 3.0496, -1.6459], [-1.3796, 3.1278, -1.4098], [-0.6492, 4.4162, -1.6103], [4.9723, 2.8954, -2.1620], [6.4661, 3.6032, -1.5340], [5.9120, 2.0305, -0.9455], [5.4027, 3.8545, 0.7170], [4.4806, 4.7040, -0.5249], [2.8721, 3.0450, -0.5604], [5.6127, 1.9381, 1.5195], [5.5106, -0.0192, 2.9768], [1.0158, -3.3366, 4.6594], [2.6752, -3.1360, 5.3048], [2.3618, -5.4130, 4.3225], [1.9621, -4.6805, 2.7598], [3.5837, -4.4837, 3.4437], [1.3892, -0.5078, 2.0450], [0.3338, 1.0639, 0.9903], [-0.9166, -0.1110, -0.4564], [-2.3703, -3.1938, -0.6367], [-1.8835, -3.4848, -2.3343], [-3.7879, -4.9906, -1.8106], [-4.7252, -3.5953, -1.1878], [-5.0829, -2.3077, -4.5020], [-5.5137, -2.0166, -2.7865], [-3.7348, -0.4401, -3.3550], [-2.7253, -1.7483, -4.0278], [-4.5094, 1.8025, -1.6182], [-3.2741, 3.9295, -1.9849], [-1.3139, 5.1818, -2.0001], [0.1775, 4.2705, -2.3023], [-0.2271, 4.7630, -0.6677]]
}

---

(3)
{
  "formula": "C23H29N4",
  "method": "ωB97M-V with the def2-TZVPD basis set",
  "e_above_lowest_kcal_mol": 46.5,
  "charge": 1,
  "e_tot_ha": -1112.533025,
  "mol_weight_g_mol": 361.51,
  "homo_ev": -10.668,
  "max_force_ev_per_a": 1.18,
  "homo_lumo_gap_ev": 5.5,
  "multiplicity": 1,
  "symbols": ["C", "N", "C", "C", "C", "C", "C", "C", "C", "C", "C", "C", "C", "C", "N", "C", "C", "C", "C", "C", "C", "H", "H", "H", "H", "H", "H", "H", "H", "H", "H", "H", "H", "H", "H", "H", "H", "H", "H", "H", "H", "H", "H", "H", "C", "N", "C", "N", "C", "C", "H", "H", "H", "H", "H", "H"],
  "xyz": [[0.8949, 6.0444, -3.1096], [1.3606, 4.8063, -3.7492], [2.5064, 4.9308, -4.6598], [0.9914, 3.5304, -3.2116], [-0.0812, 2.8017, -3.7555], [-0.4606, 1.6006, -3.2199], [0.2103, 1.0480, -2.1090], [-0.2005, -0.1969, -1.5486], [0.4850, -0.8346, -0.5334], [0.1456, -2.0417, 0.0464], [0.8574, -2.6307, 1.1314], [0.4855, -3.8932, 1.6392], [1.1386, -4.4525, 2.7041], [2.2072, -3.7849, 3.3278], [2.8782, -4.3679, 4.4516], [4.1210, -5.1290, 4.2761], [2.5064, -4.0059, 5.8255], [2.5919, -2.5314, 2.8229], [1.9386, -1.9752, 1.7583], [1.2948, 1.7823, -1.5819], [1.6736, 2.9844, -2.1110], [0.1510, 5.8018, -2.3504], [1.7180, 6.5783, -2.6339], [0.4346, 6.6975, -3.8493], [2.8496, 3.9370, -4.9482], [2.2117, 5.4701, -5.5588], [3.3322, 5.4627, -4.1867], [-0.5985, 3.2146, -4.6055], [-1.2805, 1.0556, -3.6526], [-1.0985, -0.6504, -1.9306], [1.3826, -0.3629, -0.1856], [-0.7049, -2.5729, -0.3413], [-0.3300, -4.4177, 1.1728], [0.8432, -5.4153, 3.0858], [4.3317, -5.2370, 3.2120], [4.9619, -4.6224, 4.7495], [4.0187, -6.1216, 4.7124], [1.6300, -3.3579, 5.8054], [2.2636, -4.9004, 6.3975], [3.3189, -3.4795, 6.3266], [3.4076, -2.0102, 3.2955], [2.2485, -1.0106, 1.4016], [1.8267, 1.3995, -0.7313], [2.4920, 3.5371, -1.6793], [-7.2172, 0.6971, -0.6458], [-5.7992, 0.6085, -0.2912], [-4.7559, 0.2925, -1.1419], [-3.6060, 0.2918, -0.5098], [-3.8776, 0.6119, 0.7698], [-5.2263, 0.8136, 0.9376], [-7.8120, 0.9637, 0.2253], [-7.3665, 1.4544, -1.4128], [-7.5691, -0.2596, -1.0264], [-4.8645, 0.0717, -2.1934], [-3.1245, 0.6928, 1.5414], [-5.7365, 1.0812, 1.8480]]
}

---

(4)
{
  "formula": "C23H29NO6",
  "method": "ωB97M-V with the def2-TZVPD basis set",
  "e_above_lowest_kcal_mol": 0.0,
  "e_tot_ha": -1400.135639,
  "mol_weight_g_mol": 415.49,
  "homo_ev": -8.253,
  "max_force_ev_per_a": 1.00,
  "homo_lumo_gap_ev": 8.3,
  "multiplicity": 1,
  "symbols": ["C", "C", "C", "C", "C", "O", "N", "C", "C", "C", "C", "C", "C", "O", "O", "C", "O", "O", "C", "C", "C", "C", "C", "C", "C", "C", "C", "C", "C", "O", "H", "H", "H", "H", "H", "H", "H", "H", "H", "H", "H", "H", "H", "H", "H", "H", "H", "H", "H", "H", "H", "H", "H", "H", "H", "H", "H", "H", "H"],
  "xyz": [[-0.1447, 3.4784, -0.6361], [-0.1050, 2.3206, 0.3088], [-1.1651, 2.0223, 1.1158], [-2.4299, 2.8327, 1.1715], [-3.3262, 2.3751, 0.0127], [-3.4420, 3.0110, -1.0158], [-3.9339, 1.2047, 0.2609], [-4.5491, 0.4166, -0.7886], [-5.3904, -0.7130, -0.1977], [-5.4875, -1.9359, -1.1121], [-4.1659, -2.6731, -1.3495], [-3.4923, -3.1630, -0.0640], [-2.7285, -2.0541, 0.6305], [-2.0094, -1.2682, 0.0615], [-2.9329, -2.0447, 1.9393], [-1.1637, 0.8132, 1.9090], [-2.1333, 0.4167, 2.5506], [-0.0544, 0.0551, 1.9511], [1.0437, 0.3711, 1.2283], [2.1412, -0.4662, 1.3484], [3.3040, -0.2046, 0.6354], [3.3661, 0.9303, -0.1946], [2.2630, 1.7460, -0.3060], [1.0703, 1.4950, 0.3847], [4.6380, 1.2446, -0.9324], [5.8081, 0.5133, -0.2830], [5.4655, -0.9615, -0.0437], [6.6024, -1.6593, 0.7028], [5.1638, -1.6988, -1.3526], [4.3252, -1.0639, 0.8175], [-1.1681, 3.7284, -0.8971], [0.3296, 4.3503, -0.1843], [0.3854, 3.2374, -1.5533], [-2.2222, 3.8962, 1.0697], [-2.9340, 2.6432, 2.1194], [-3.6592, 0.7088, 1.0988], [-5.1530, 1.0899, -1.4019], [-3.7570, 0.0059, -1.4247], [-4.9591, -1.0192, 0.7564], [-6.3977, -0.3476, 0.0119], [-6.1997, -2.6361, -0.6684], [-5.8880, -1.6270, -2.0803], [-3.4595, -2.0317, -1.8784], [-4.3726, -3.5331, -1.9899], [-4.2166, -3.5858, 0.6321], [-2.7622, -3.9358, -0.3162], [-2.5079, -1.2509, 2.3625], [2.0932, -1.3257, 1.9957], [2.3369, 2.6170, -0.9381], [4.8155, 2.3221, -0.9191], [4.5415, 0.9472, -1.9806], [6.7005, 0.5845, -0.9048], [6.0269, 0.9732, 0.6838], [7.4944, -1.6894, 0.0840], [6.3069, -2.6743, 0.9529], [6.8265, -1.1303, 1.6255], [5.9810, -1.5678, -2.0567], [4.2440, -1.3299, -1.7994], [5.0377, -2.7598, -1.1523]]
}